Here is C37H32N3P2Pd as an isolated structure from OMol25. Energies are from the ωB97M-V functional and the def2-TZVPD basis.

As for the charge: +1. As for the total energy: -65411.2020 eV.

Last column: Mulliken charge in e.
Atoms and positions in Å:
Pd: 0.0738 0.2831 0.0907  -0.844
C: -4.9683 -0.5825 2.7971  -0.517
C: -4.4417 -1.8601 2.6570  -0.617
C: -3.2884 -2.0716 1.9216  -0.381
C: -2.6583 -0.9759 1.3385  0.130
C: -3.1756 0.3053 1.4720  -0.311
C: -4.3401 0.5002 2.1986  -0.822
N: -1.4832 -1.1427 0.5480  0.616
N: -1.3035 -2.2850 0.0946  -0.744
C: -0.1930 -2.4121 -0.7454  0.615
C: 0.0079 -3.6488 -1.3443  -0.157
C: 1.0370 -3.7945 -2.2614  -0.739
C: 1.8203 -2.6946 -2.5716  -0.964
C: 1.6105 -1.4607 -1.9540  0.063
C: 0.6112 -1.2867 -1.0065  0.037
H: -5.8734 -0.4342 3.3706  0.410
H: -4.9364 -2.7002 3.1259  0.386
H: -2.8785 -3.0631 1.8084  0.472
H: -2.6885 1.1300 0.9730  0.828
H: -4.7574 1.4946 2.2900  0.453
H: -0.6519 -4.4681 -1.0929  0.512
H: 1.2133 -4.7475 -2.7400  0.388
H: 2.6127 -2.7856 -3.3039  0.448
H: 2.2475 -0.6357 -2.2495  0.629
C: 2.1938 2.5825 2.0021  -1.188
N: 1.4325 2.9396 0.7706  0.646
P: 1.7311 1.7594 -0.4678  -0.402
C: 3.5036 1.4468 -0.4133  0.536
C: 4.3776 2.5329 -0.5242  -0.290
C: 5.7425 2.3208 -0.5415  -0.700
C: 6.2461 1.0266 -0.4558  -0.558
C: 5.3830 -0.0492 -0.3333  -0.775
C: 4.0094 0.1586 -0.3081  -0.267
C: 1.3855 2.6106 -2.0180  1.125
C: 0.8853 1.8884 -3.0971  -0.151
C: 0.6602 2.5223 -4.3089  -0.923
C: 0.9144 3.8792 -4.4398  -0.619
C: 1.3913 4.6073 -3.3574  -0.881
C: 1.6320 3.9763 -2.1485  -0.097
P: -0.2739 2.5643 1.0526  0.775
C: -1.2133 3.4552 -0.2117  1.014
C: -1.8475 2.6882 -1.1867  0.202
C: -2.5878 3.2968 -2.1902  -1.044
C: -2.7031 4.6770 -2.2141  -0.612
C: -2.0880 5.4493 -1.2348  -0.780
C: -1.3519 4.8434 -0.2334  -0.513
C: -0.6345 3.4377 2.5908  0.854
C: -0.0642 4.6799 2.8735  -0.502
C: -0.4281 5.3619 4.0209  -0.978
C: -1.3599 4.8114 4.8918  -0.620
C: -1.9209 3.5733 4.6207  -0.695
C: -1.5561 2.8824 3.4730  -0.947
H: 3.2585 2.6546 1.8056  0.312
H: 1.9719 1.5628 2.3499  0.436
H: 1.9423 3.2764 2.7967  0.366
H: 3.9904 3.5421 -0.5890  0.338
H: 6.4168 3.1628 -0.6233  0.449
H: 7.3153 0.8627 -0.4753  0.408
H: 5.7734 -1.0544 -0.2482  0.451
H: 3.3425 -0.6834 -0.1736  0.490
H: 0.6507 0.8361 -2.9901  0.342
H: 0.2743 1.9568 -5.1468  0.474
H: 0.7308 4.3749 -5.3839  0.421
H: 1.5708 5.6698 -3.4549  0.437
H: 1.9770 4.5496 -1.2976  0.342
H: -1.7576 1.6034 -1.1524  0.309
H: -3.0740 2.6934 -2.9450  0.450
H: -3.2826 5.1569 -2.9919  0.426
H: -2.1903 6.5263 -1.2514  0.454
H: -0.8857 5.4516 0.5296  0.375
H: 0.6698 5.1050 2.1984  0.539
H: 0.0168 6.3232 4.2407  0.435
H: -1.6397 5.3474 5.7889  0.405
H: -2.6352 3.1367 5.3058  0.465
H: -1.9813 1.9067 3.2765  0.376